{"formula": "C25H48Cl3N4O3PmSSi", "method": "ωB97M-V/def2-TZVPD", "spin_multiplicity": 5, "total_energy_ha": -4102.942920, "e_above_lowest_kcal_mol": 68.0, "homo_ev": [-7.2, -7.2], "charge": 0, "largest_force_ev_per_a": 3.31, "symbols": ["C", "C", "H", "H", "H", "C", "C", "H", "H", "H", "H", "Pm", "Cl", "Cl", "C", "O", "N", "C", "C", "H", "H", "H", "H", "H", "H", "H", "H", "H", "C", "C", "N", "H", "C", "O", "H", "H", "H", "H", "O", "C", "C", "C", "H", "C", "H", "C", "H", "C", "C", "H", "H", "H", "Si", "Cl", "C", "C", "C", "H", "H", "H", "H", "H", "H", "H", "H", "H", "C", "C", "N", "C", "S", "N", "C", "C", "H", "H", "H", "H", "H", "H", "H", "H", "H", "H", "H", "H"], "coordinates": [[-0.507929, 2.761364, -4.039516], [0.973555, 2.755643, -4.129867], [-0.838072, 3.660300, -3.502269], [-0.899291, 1.887072, -3.514935], [-0.953808, 2.789838, -5.043477], [1.622914, 3.760525, -4.758121], [0.994969, 5.066920, -5.105836], [2.650736, 3.647929, -5.130109], [0.412594, 5.463025, -4.267240], [0.345343, 5.005562, -5.987072], [1.771714, 5.804083, -5.339539], [-0.199693, -0.562765, -1.300665], [-2.363684, -1.920233, -1.045474], [1.076401, -1.707344, -3.216034], [1.235580, -3.052370, 0.168664], [0.643721, -1.925988, 0.316159], [2.316064, -3.404095, 0.846518], [2.778437, -2.604237, 1.980444], [3.278720, -4.306403, 0.220398], [0.890903, -3.784157, -0.575992], [1.941969, -2.423404, 2.665922], [3.199920, -1.638492, 1.655800], [3.554523, -3.196095, 2.474517], [2.759795, -5.214493, -0.111818], [4.042715, -4.549880, 0.963483], [3.757881, -3.843545, -0.660036], [-4.522276, 2.320533, 2.102863], [-1.522225, 3.554661, 0.309751], [-3.567954, 2.371236, 2.644941], [-1.602663, 3.395777, 1.395525], [-2.454189, 2.241317, 1.699300], [-3.538196, 1.559525, 3.379385], [-2.244729, 1.088122, 1.069150], [-1.432717, 0.957457, 0.116171], [-0.596144, 3.255472, 1.816431], [-2.844599, 0.237095, 1.439422], [-3.477896, 3.337666, 3.142339], [-2.049396, 4.278278, 1.865841], [1.258678, 1.228380, -2.145756], [1.669032, 1.529011, -3.532881], [3.978688, 2.702633, -3.419286], [3.190012, 1.602851, -3.773921], [3.499219, 3.586563, -2.994099], [5.362417, 2.690141, -3.608091], [1.311947, 0.636073, -4.069190], [3.809112, 0.519605, -4.421191], [5.952255, 3.539809, -3.276534], [5.969884, 1.619163, -4.252387], [5.193575, 0.539557, -4.673260], [3.183767, -0.326151, -4.710390], [7.046097, 1.639990, -4.417831], [5.654191, -0.287035, -5.212383], [2.540447, 2.053935, -0.782102], [1.858076, 4.023429, -1.074057], [4.259826, 2.932527, -0.346320], [3.745412, 0.548548, -1.038415], [1.471792, 1.412166, 0.613225], [5.161990, 2.318142, -0.490434], [4.199473, 3.169509, 0.724662], [4.439695, 3.872866, -0.895307], [0.554896, 2.001417, 0.529329], [1.863262, 1.588308, 1.622170], [1.251971, 0.321987, 0.574327], [4.529544, 0.767382, -1.783585], [3.251454, -0.381544, -1.346943], [4.248534, 0.377423, -0.069884], [-7.280378, -2.278834, 5.638945], [-6.378097, -2.549887, 4.448788], [-4.970073, -2.348764, 4.839380], [-3.979155, -2.609248, 3.941856], [-2.721057, -1.514975, 3.658440], [-4.095184, -3.784621, 3.260437], [-4.380393, -5.045076, 3.975007], [-4.609287, -6.174198, 2.999139], [-6.983227, -2.869144, 6.512499], [-8.305634, -2.555735, 5.372097], [-7.283687, -1.219759, 5.917303], [-6.504323, -3.576775, 4.098956], [-6.638793, -1.869519, 3.623330], [-4.812213, -1.466154, 5.326462], [-3.345186, -3.882064, 2.579271], [-3.553843, -5.285469, 4.652961], [-5.255799, -4.873154, 4.591567], [-3.692401, -6.382235, 2.442897], [-4.888712, -7.077833, 3.549381], [-5.410796, -5.929143, 2.296792]], "atomic_forces_ev_per_a": [[-0.6, 0.5, 0.3], [1.1, 0.2, -0.1], [-0.2, -0.2, 0.0], [0.0, 0.1, 0.0], [0.0, 0.0, 0.2], [0.0, -0.9, -0.1], [-0.1, 0.3, -0.3], [-0.4, 0.0, 0.7], [0.0, -0.1, -0.1], [-0.1, 0.0, 0.1], [-0.2, -0.1, 0.0], [0.4, 1.3, -0.2], [-0.4, -0.3, -0.2], [-0.1, -0.7, -0.1], [-0.4, 1.6, -0.1], [1.1, -2.3, 0.4], [-0.2, 0.5, 0.0], [0.1, 0.3, -0.1], [-0.1, -0.4, -0.3], [0.1, 0.3, 0.0], [0.2, 0.0, -0.2], [-0.1, -0.3, 0.1], [-0.2, 0.3, 0.1], [0.2, 0.1, 0.1], [-0.2, -0.1, -0.3], [-0.2, -0.1, 0.4], [0.2, 0.1, 0.2], [0.0, -0.1, 0.4], [0.0, -0.3, -0.2], [0.0, 0.3, 0.0], [0.3, -0.3, -0.3], [0.0, 0.2, -0.1], [0.2, 0.0, -0.6], [-0.8, 0.2, 1.0], [-0.3, 0.0, -0.2], [0.2, 0.2, -0.3], [-0.1, -0.2, 0.0], [0.1, -0.2, -0.2], [0.9, 1.6, 0.0], [0.1, -0.4, -0.5], [0.0, 0.1, 0.1], [-0.1, -0.6, -0.1], [0.3, -0.4, 0.0], [-0.4, 0.0, -0.2], [0.2, 0.4, -0.1], [0.4, 0.4, 0.2], [-0.1, -0.1, -0.1], [-0.1, -0.1, 0.1], [-0.6, 0.0, 0.0], [0.3, 0.1, 0.0], [-0.2, -0.1, 0.0], [-0.1, 0.1, 0.2], [2.6, -2.0, -0.3], [-1.7, 0.9, -0.5], [0.2, 0.7, 0.4], [-0.6, -1.0, -0.6], [-0.3, 0.4, 0.4], [-0.4, 0.1, 0.1], [0.1, 0.3, 0.0], [-0.2, -0.3, 0.4], [0.0, -0.4, 0.2], [0.1, 0.0, -0.2], [0.3, 0.6, 0.1], [-0.3, -0.2, 0.4], [0.1, -0.2, 0.0], [-0.2, 0.1, -0.2], [-0.3, -0.1, 0.0], [0.1, 0.0, 0.3], [-0.1, 0.4, 0.0], [0.4, 0.5, -0.3], [-0.5, -0.5, 0.2], [0.6, -0.2, 0.0], [-0.1, 0.4, 0.0], [-0.1, -0.1, 0.0], [0.0, 0.1, -0.2], [0.1, 0.1, 0.1], [0.1, -0.1, 0.0], [-0.1, 0.3, 0.0], [0.1, -0.2, 0.1], [0.0, -0.4, -0.3], [-0.2, 0.1, 0.1], [0.0, 0.0, 0.0], [0.0, -0.2, 0.1], [-0.1, 0.0, -0.1], [0.1, 0.1, -0.1], [0.1, 0.0, 0.0]], "mulliken_charge": [-1.61, 0.37, 0.28, 0.09, 0.42, 0.22, -1.54, 0.52, 0.31, 0.32, 0.38, 1.07, -0.61, -0.51, -0.02, -0.52, 0.17, -0.78, -0.85, 0.44, 0.27, 0.22, 0.38, 0.34, 0.30, 0.30, 0.31, 0.29, -0.82, -0.86, 0.19, 0.30, -0.17, -0.51, 0.31, 0.37, 0.29, 0.39, -0.19, -0.51, 0.29, 0.30, 0.87, -1.34, 0.48, -0.45, 0.38, -0.53, -0.77, 0.30, 0.37, 0.39, 1.84, -0.43, -1.54, -1.35, -0.27, 0.36, 0.40, 0.34, -0.38, 0.63, -0.21, 0.40, -0.02, 0.54, -1.25, -0.14, -0.12, -0.16, -0.35, -0.08, -0.29, -1.18, 0.32, 0.38, 0.34, 0.20, 0.25, 0.31, 0.28, 0.26, 0.27, 0.33, 0.37, 0.31]}